No. 1
Entry from OMol25: a structure of composition C16H21IrN6O2 (ωB97M-V/def2-TZVPD).

Each line ends with the Mulliken spin population.
Atoms and positions in Å:
Ir (-0.4760, -0.1463, 0.1991)  0.406
O (-0.1246, -4.1213, 0.0120)  0.071
O (-1.5078, -2.9513, -2.4530)  0.071
N (-2.3851, 0.6268, -0.2854)  -0.008
N (-0.2453, 1.8258, 1.0078)  -0.014
N (-0.0231, 0.1923, -1.8152)  -0.006
N (-0.9794, -0.5616, 2.2121)  -0.009
N (-0.6658, -1.9162, -0.5360)  0.566
N (1.3781, -0.9913, 0.6734)  -0.006
C (0.2266, 0.4159, -4.5720)  -0.001
C (-0.4649, -0.7877, -2.6416)  -0.014
C (-1.1468, 0.6893, 3.0266)  -0.002
C (1.3810, -2.3468, 0.6355)  -0.014
C (0.7047, 1.4073, -3.7300)  0.001
C (2.4652, -3.1056, 1.0141)  0.001
C (3.6167, -2.4457, 1.4387)  -0.001
C (0.1534, -2.9751, 0.0548)  -0.018
C (-1.3356, 2.7093, 0.4689)  0.005
C (2.4898, -0.3636, 1.0709)  -0.007
C (-0.9806, -2.0166, -1.9615)  -0.018
C (3.6274, -1.0600, 1.4532)  0.001
C (-0.3688, -0.7130, -4.0127)  0.000
C (-0.1885, 1.7389, 2.5074)  0.005
C (0.5581, 1.2676, -2.3573)  -0.007
C (-2.6438, 1.9556, 0.3654)  -0.002
H (-1.0167, 3.0423, -0.5198)  -0.001
H (-0.7399, -1.5320, -4.6164)  0.001
H (-3.1503, -0.0084, -0.0578)  0.000
H (4.4911, -3.0078, 1.7407)  0.000
H (-0.4016, 2.7122, 2.9510)  0.000
H (2.4031, -4.1855, 0.9581)  0.001
H (2.4750, 0.7182, 1.0784)  0.002
H (0.3237, 0.5095, -5.6461)  0.000
H (1.1904, 2.2904, -4.1228)  0.000
H (-2.1841, 1.0034, 2.9580)  0.000
H (-0.2328, -1.1185, 2.6292)  0.000
H (-3.0983, 1.7768, 1.3354)  0.000
H (4.5072, -0.5093, 1.7577)  0.000
H (-3.3630, 2.5256, -0.2221)  0.000
H (-1.4473, 3.5960, 1.0940)  0.000
H (-0.9468, 0.4809, 4.0773)  0.000
H (-2.4433, 0.7483, -1.2970)  0.000
H (0.9204, 2.0313, -1.6820)  0.002
H (0.8359, 1.4741, 2.7730)  -0.001
H (-1.8163, -1.1365, 2.3121)  0.000
H (0.6288, 2.2625, 0.7238)  -0.003

Properties
⟨S²⟩ ... 0.759
Spin multiplicity ... 2
Molar mass ... 521.60 g mol⁻¹
Relative energy (zero: lowest compared OMol25 entry of this formula, charge and spin) ... 0.00 kcal per mole
HOMO level (alpha / beta) ... -20.05 / -19.99 eV
Net charge ... +3
Electronic energy ... -1204.71108 Ha

No. 2
Entry from OMol25: a structure of composition C22H28BClN10O4STm at a distorted geometry (ωB97M-V/def2-TZVPD).

Each line ends with the Mulliken spin population.
Atoms and positions in Å:
Tm (-1.9012, -1.2677, 0.3616)  2.021
Cl (-4.0748, -1.0657, -0.9738)  -0.001
S (1.4786, 5.1884, -1.0064)  0.869
O (-3.4307, -2.4539, -1.0008)  0.003
O (-2.9301, -0.1375, -1.4750)  0.001
O (-5.3774, -0.8701, -1.6834)  0.001
O (-4.0555, -0.6948, 0.5559)  0.000
N (-0.4142, 4.8871, -2.7750)  0.078
N (3.0861, -1.1699, 2.4292)  0.000
N (1.1076, -1.9014, 0.5264)  0.001
N (1.4599, 3.5191, -3.2083)  0.100
N (0.1689, -0.0941, 2.1706)  0.001
N (0.0505, -1.8990, -0.3989)  -0.004
N (1.9236, -1.7451, 2.8899)  0.000
N (-1.5441, -2.9333, 1.6782)  -0.007
N (-0.3879, -2.7068, 2.3913)  0.000
N (-0.6512, 0.4222, 1.1751)  -0.005
C (5.0884, -0.0147, 3.3824)  0.000
C (0.5456, 0.8803, 3.0621)  -0.001
C (-0.7671, 1.7958, 1.4511)  -0.010
C (1.8416, -1.5383, 4.2813)  0.000
C (-1.4159, 2.6801, 0.4458)  0.021
C (-3.4367, -4.6875, 1.7819)  0.000
C (3.7838, -0.7395, 3.4889)  0.000
C (-0.0229, 2.0952, 2.6237)  0.003
C (-0.5077, 3.4547, -4.6063)  0.082
C (0.7445, 2.9675, -4.1778)  -0.044
C (3.0040, -0.9204, 4.7114)  0.000
C (0.6298, -2.0502, -1.6277)  -0.002
C (2.0408, -1.9289, -1.4939)  0.000
C (0.8754, 4.5046, -2.4802)  -0.079
C (2.2869, -1.9759, -0.1050)  0.000
C (1.4907, 1.8577, -4.9247)  0.003
C (-1.1836, -4.7146, 3.0666)  0.000
C (-2.3969, 5.1165, -4.2298)  0.002
C (-2.0865, -4.1218, 2.1707)  0.000
C (-1.0958, 4.4335, -3.8788)  -0.001
C (-0.0850, -3.8235, 3.0881)  0.000
C (-0.1698, -2.2144, -2.8759)  0.001
B (0.7225, -1.6312, 1.9829)  -0.009
H (0.1554, 3.1024, 3.0189)  0.001
H (-0.7216, 2.8352, -0.3984)  -0.011
H (-2.3249, 2.2076, 0.1577)  0.001
H (-0.7280, 5.7230, -2.2483)  -0.001
H (-3.9644, -5.0895, 2.6671)  0.000
H (0.9972, -1.9314, 4.8897)  0.000
H (-1.2376, -2.3079, -2.5356)  -0.001
H (0.7190, 1.2229, -5.4426)  -0.001
H (3.2593, -0.6867, 5.7165)  0.000
H (5.7512, -0.5923, 2.6741)  0.000
H (-3.3062, -5.4745, 1.0460)  0.000
H (-4.0503, -3.8647, 1.3267)  0.000
H (-3.1648, 4.9596, -3.4486)  -0.001
H (-0.0600, -1.2394, -3.4435)  0.000
H (1.9672, 1.2784, -4.1752)  -0.001
H (4.8352, 0.9370, 2.9279)  0.000
H (-0.9108, 3.0613, -5.5184)  0.003
H (5.5512, 0.0346, 4.4108)  0.000
H (1.3406, 0.7194, 3.8006)  0.000
H (-2.2192, 6.2388, -4.3224)  -0.001
H (3.2320, -2.0125, 0.4648)  0.000
H (-1.3316, -5.6888, 3.5389)  0.000
H (0.8599, -3.8557, 3.6259)  0.000
H (2.8152, -1.7176, -2.2075)  0.000
H (0.1786, -3.0458, -3.4574)  0.000
H (-1.5041, 3.6815, 0.9309)  -0.007
H (-2.7347, 4.7356, -5.1809)  -0.001
H (2.2021, 2.2669, -5.6107)  -0.003

Properties
⟨S²⟩ ... 3.769
Spin multiplicity ... 4
Molar mass ... 743.80 g mol⁻¹
HOMO level (alpha / beta) ... -13.58 / -13.58 eV
Net charge ... +2
Electronic energy ... -3671.39577 Ha

No. 3
Entry from OMol25: a cluster of 5 separate species, C25H58N3O5 in total at a distorted geometry (ωB97M-V/def2-TZVPD).

Each line ends with the Mulliken charge.
Atoms and positions in Å:
O (5.0088, -4.3695, -0.1416)  -0.793
O (3.6522, -3.7644, 1.4330)  -0.472
O (-5.6219, 4.8089, -3.9509)  -0.527
O (0.5546, 2.9957, -1.8862)  -0.931
O (5.8127, -4.5774, 1.9180)  -0.732
N (2.9012, -5.8805, -6.5611)  0.109
N (-7.4152, 7.2515, -6.1934)  -0.072
N (0.7044, 1.4792, 10.8816)  0.103
C (0.5913, 1.5825, 9.3355)  -0.591
C (2.0247, 2.2697, 11.3670)  -0.534
C (2.2068, 2.0976, 12.8607)  -0.669
C (1.6411, -5.6008, -5.6832)  -0.528
C (1.7438, 1.0241, 8.4886)  -0.340
C (-0.5944, 2.1984, 11.4021)  -0.932
C (-7.2424, 6.2304, -5.0721)  -0.506
C (1.7892, -7.9632, -4.6584)  -0.724
C (4.8581, -4.2716, 1.1275)  0.681
C (-6.5442, 8.5345, -5.9433)  -0.856
C (0.9571, -6.8944, -5.3637)  -0.790
C (0.9715, -0.1892, 12.9380)  -0.676
C (3.9116, -2.1395, -7.6374)  -1.389
C (0.8033, -0.0145, 11.3638)  -0.737
C (3.0573, -8.2467, -5.4371)  -0.640
C (-7.0527, 6.5686, -7.5787)  -0.859
C (1.2363, 1.8974, -2.5176)  -0.462
C (3.7471, -4.5845, -6.6960)  -0.714
C (2.4611, -6.3213, -8.0287)  -1.022
C (3.8553, -6.9780, -5.8990)  -0.580
C (1.4496, 1.1478, 6.9189)  -1.321
C (3.0260, -3.3681, -7.3528)  -0.236
C (-8.8832, 7.7329, -6.1213)  -0.911
C (-5.7548, 5.7979, -4.9285)  -0.510
C (2.2647, 0.5842, 13.2940)  -0.693
H (2.1399, -3.0796, -6.7875)  0.352
H (-5.1495, 6.5833, -4.4758)  0.361
H (4.0182, -4.2693, -5.6885)  0.469
H (2.0206, -7.3161, -7.9610)  0.413
H (-9.1611, 8.0962, -5.1320)  0.397
H (4.5720, -2.1841, -8.5034)  0.361
H (-0.0897, -0.5363, 11.0198)  0.440
H (0.9300, -1.2551, 13.1621)  0.433
H (-0.5572, 2.2251, 12.4911)  0.385
H (1.8259, -0.0164, 8.8030)  0.350
H (0.0740, 0.1493, 13.4557)  0.313
H (0.5316, -7.3269, -6.2692)  0.336
H (4.6361, -4.7730, -7.2979)  0.352
H (3.7217, -8.8508, -4.8193)  0.372
H (1.4989, 2.7038, 13.4260)  0.342
H (1.6686, -0.4165, 10.8368)  0.354
H (1.9193, 1.4051, -1.8254)  0.144
H (1.7367, -5.6106, -8.4265)  0.392
H (-0.7596, 3.1428, 10.8837)  0.323
H (0.5288, 1.1558, -2.8884)  0.124
H (2.1146, -5.1572, -4.8073)  0.419
H (0.4115, 2.6444, 9.1677)  0.367
H (2.7947, -8.8238, -6.3238)  0.323
H (-7.6529, 6.6716, -4.1638)  0.361
H (-5.5016, 8.2181, -5.9119)  0.360
H (2.0212, -7.6047, -3.6556)  0.352
H (-5.3076, 5.4731, -5.8679)  0.311
H (2.7614, 1.3813, 8.6466)  0.284
H (1.0045, -4.9119, -6.2383)  0.453
H (-0.3548, 1.0935, 9.1034)  0.427
H (4.5560, -7.2687, -6.6817)  0.346
H (2.0851, 0.4409, 6.3855)  0.401
H (3.3296, -6.2658, -8.6849)  0.336
H (0.4210, 0.9043, 6.6526)  0.365
H (3.1605, -1.4072, -7.9334)  0.381
H (4.3850, -1.7667, -6.7291)  0.379
H (-1.3178, 1.4042, 11.2175)  0.400
H (3.4755, -3.5491, 0.5143)  0.316
H (1.7675, 2.1218, 6.5471)  0.349
H (1.8954, 2.2462, -3.3126)  0.136
H (-7.5111, 7.1680, -8.3652)  0.392
H (1.9103, 3.3215, 11.1047)  0.366
H (2.3263, 0.4238, 14.3704)  0.373
H (-6.0194, 6.6011, -7.9243)  0.364
H (3.1796, 0.0788, 12.9847)  0.327
H (2.6266, -3.7620, -8.2874)  0.242
H (-4.6862, 4.6601, -3.7958)  0.368
H (1.2164, -8.8704, -4.4662)  0.373
H (-6.8068, 9.3575, -6.6080)  0.368
H (-7.0250, 8.8543, -5.0189)  0.398
H (4.3692, -6.6417, -4.9985)  0.466
H (-9.0040, 8.5333, -6.8513)  0.389
H (-7.4990, 5.5748, -7.5416)  0.356
H (3.1031, 2.6029, 13.2204)  0.423
H (-7.8742, 5.3566, -5.2315)  0.412
H (0.0875, -6.6548, -4.7517)  0.397
H (-9.5428, 6.8877, -6.3175)  0.394
H (2.8743, 1.7993, 10.8721)  0.367

Properties
Spin multiplicity ... 1
Molar mass ... 480.76 g mol⁻¹
HOMO level ... -4.11 eV
Net charge ... +1
Electronic energy ... -1527.17298 Ha

No. 4
Entry from OMol25: a structure of composition C26H31BrN2O2ReSi2 at a distorted geometry (ωB97M-V/def2-TZVPD).

Each line ends with the Mulliken spin population.
Atoms and positions in Å:
Re (0.5394, 0.1629, -0.4169)  0.924
Br (-0.9246, 1.0840, -8.2365)  0.000
Si (-1.2327, 0.2471, 2.3504)  -0.009
Si (0.5636, 2.8942, 1.5387)  0.017
O (2.5542, 2.5080, -2.4912)  0.006
O (0.7283, 1.5119, -1.5909)  -0.025
N (-0.3081, -1.6530, -0.4192)  -0.080
N (2.0003, -0.5091, 0.8235)  -0.001
C (-2.4183, -5.8514, 0.4636)  -0.007
C (-2.3430, -5.7033, -1.9569)  -0.007
C (-1.7083, 1.1880, 3.8627)  0.001
C (-0.8324, 0.8177, -5.4310)  0.003
C (2.2703, 3.2583, 0.9362)  0.004
C (-0.8280, -2.6815, -0.5070)  0.076
C (0.8743, 1.7808, -4.0321)  -0.004
C (0.4389, 3.5119, 3.2781)  -0.002
C (-0.8314, -1.4912, 2.8942)  0.003
C (3.9603, -1.2613, 1.8630)  0.000
C (3.1312, -1.2407, 0.7700)  0.008
C (-1.8017, -4.6214, 0.5701)  0.016
C (2.4408, 0.2349, 3.0250)  -0.001
C (-0.7964, 3.6105, 0.5030)  0.002
C (-1.4631, -3.9419, -0.6079)  -0.015
C (-2.6866, -6.3846, -0.7934)  0.018
C (1.5253, 2.0059, -2.7525)  0.018
C (-0.2007, 1.3678, -6.5415)  0.000
C (-2.6066, 0.3446, 1.0944)  0.031
C (1.4942, 2.3323, -5.1564)  -0.001
C (0.9557, 2.1279, -6.4107)  0.000
C (0.3720, 0.9270, 1.4954)  0.039
C (3.6064, -0.5175, 2.9931)  0.017
C (1.6463, 0.2283, 1.8945)  -0.052
C (-1.7267, -4.4711, -1.8776)  0.015
C (-0.2933, 1.0304, -4.1769)  -0.001
H (-0.8648, 1.4305, 4.5092)  0.000
H (-2.2446, 2.1088, 3.6293)  0.000
H (-0.5869, 3.5849, 3.6324)  0.000
H (-3.0449, 1.3455, 1.1085)  0.006
H (-1.0711, 3.0003, -0.3590)  0.002
H (4.8709, -1.8416, 1.8380)  0.000
H (-1.5836, -4.1878, 1.5366)  0.001
H (-1.6919, 3.7647, 1.1101)  0.000
H (-1.7389, 0.2435, -5.5572)  0.000
H (-2.6891, -6.3976, 1.3561)  0.000
H (2.1689, 0.8261, 3.8883)  0.000
H (-2.5576, -6.1348, -2.9245)  0.000
H (-1.7502, -2.0224, 3.1572)  0.000
H (0.8580, 4.5232, 3.2691)  0.000
H (1.4265, 2.5526, -7.2859)  0.000
H (-0.4936, 4.5896, 0.1230)  0.001
H (-0.8033, 0.6209, -3.3155)  0.011
H (4.2605, -0.5206, 3.8560)  0.000
H (1.0155, 2.9363, 4.0048)  0.000
H (-1.4526, -3.9262, -2.7709)  0.000
H (-2.3859, 0.5477, 4.4363)  0.000
H (-0.2841, -2.0897, 2.1647)  0.001
H (2.4426, 3.0134, -0.1090)  0.001
H (2.4573, 4.3308, 1.0420)  0.000
H (-2.3018, 0.1434, 0.0634)  -0.015
H (-0.2211, -1.4542, 3.8009)  0.000
H (3.0206, 2.7447, 1.5437)  0.001
H (-3.4069, -0.3595, 1.3375)  0.000
H (-3.1737, -7.3480, -0.8674)  0.001
H (3.3309, -1.7887, -0.1396)  0.000
H (2.3956, 2.9179, -5.0354)  0.000

Properties
⟨S²⟩ ... 0.760
Spin multiplicity ... 2
Molar mass ... 725.83 g mol⁻¹
Relative energy (zero: lowest compared OMol25 entry of this formula, charge and spin) ... 3.35 kcal per mole
HOMO level (alpha / beta) ... -13.88 / -13.89 eV
Net charge ... +2
Electronic energy ... -4500.10823 Ha

No. 5
Entry from OMol25: a structure of composition H2NaO at a distorted geometry (ωB97M-V/def2-TZVPD).

Each line ends with the natural charge from an NBO analysis.
Atoms and positions in Å:
Na (-0.6738, -1.4592, -0.5411)  0.996
O (-0.0017, 0.1739, 0.0707)  -1.040
H (0.9343, 0.3543, -0.1736)  0.514
H (-0.2587, 0.9311, 0.6440)  0.530

Properties
Spin multiplicity ... 1
Molar mass ... 41.00 g mol⁻¹
Relative energy (zero: lowest compared OMol25 entry of this formula, charge and spin) ... 9.42 kcal per mole
HOMO level ... -18.13 eV
Net charge ... +1
Electronic energy ... -238.52476 Ha

No. 6
Entry from OMol25: a cluster of 2 separate species, CH3ClN2O2 in total at a distorted geometry (ωB97M-V/def2-TZVPD).

Each line ends with the natural charge from an NBO analysis.
Atoms and positions in Å:
Cl (1.2510, 0.8679, 2.2481)  -0.113
O (-0.5879, -1.8333, 0.3121)  -0.531
O (2.1782, 0.9660, -0.2222)  -0.186
N (-0.4639, -0.7360, -0.2769)  -0.027
N (2.5778, 1.0244, 0.8673)  0.314
C (-1.4565, -0.1208, -0.7807)  -0.211
H (0.5247, -0.3114, -0.2234)  0.361
H (-1.5498, 0.7785, -1.2405)  0.193
H (-2.4737, -0.6354, -0.6839)  0.200

Properties
SMILES ... C=[NH+][O-].O=NCl
Spin multiplicity ... 1
Molar mass ... 110.50 g mol⁻¹
Relative energy (zero: lowest compared OMol25 entry of this formula, charge and spin) ... 75.99 kcal per mole
HOMO level ... -8.87 eV
Electronic energy ... -759.89035 Ha

Look up the electronic energy of the third one. -1527.17298 Ha

Which formula does entry 3 have? C25H58N3O5